(1)
24
Properties=species:S:1:pos:R:3:forces:R:3 method="wB97M-V/def2-TZVPD" homo_ev=-8.410 relative_energy_kcal_mol=34.83
C -0.445 -1.345 2.943 -0.587 0.333 0.623
C 0.533 -1.302 1.803 1.125 -0.690 0.484
S 0.249 -2.890 0.930 0.170 0.428 -0.087
C 0.572 -2.701 -0.843 -1.041 0.835 0.094
H -0.569 -2.339 3.381 0.438 0.013 -0.006
H -1.438 -1.106 2.596 -0.431 0.323 -0.105
H -0.155 -0.650 3.739 -0.128 -0.086 -0.096
H 0.511 -0.381 1.240 -0.585 -0.139 -0.598
H 1.532 -1.259 2.256 0.072 -0.460 -0.303
H 1.618 -2.687 -1.122 0.112 -0.288 -0.017
H -0.005 -3.550 -1.236 0.576 0.143 -0.256
H 0.081 -1.784 -1.238 0.319 -0.561 0.301
C -0.959 0.861 -2.375 0.222 -1.715 0.652
C -1.221 2.263 -1.865 0.289 0.675 0.611
S 0.290 2.984 -1.101 -0.434 1.238 -1.794
C 0.546 2.191 0.419 0.147 -0.256 2.407
H -0.959 0.630 -3.452 -0.628 0.345 0.459
H -1.572 0.189 -1.741 -0.526 0.043 -1.154
H -0.008 0.432 -2.039 0.476 0.810 -0.151
H -1.516 3.063 -2.589 0.199 -0.996 0.369
H -2.016 2.181 -1.099 0.379 0.475 -0.391
H -0.172 1.414 0.680 0.248 -0.505 -0.656
H 1.610 1.865 0.507 -0.971 -0.035 0.029
H 0.312 2.876 1.260 0.559 0.070 -0.417



(2)
9
Properties=species:S:1:pos:R:3:forces:R:3 method="wB97M-V/def2-TZVPD" homo_ev="-9.658 / -9.659" relative_energy_kcal_mol=182.99
C 1.282 0.277 -0.064 -0.879 3.572 0.808
N -2.020 -0.848 0.061 -1.058 -3.827 0.548
N -1.011 -0.252 0.013 1.587 7.620 -0.615
O -1.073 1.613 -0.103 -0.282 -4.062 0.178
O 0.213 -0.721 0.112 1.310 -1.524 -0.382
H 0.518 1.312 -0.115 2.221 -2.307 0.198
H 1.944 0.252 -0.980 -1.309 -0.945 0.784
H 1.932 0.271 0.870 -1.087 -0.235 -1.197
H -1.786 -1.906 0.206 -0.504 1.708 -0.322



(3)
14
Properties=species:S:1:pos:R:3:forces:R:3 method="wB97M-V/def2-TZVPD" homo_ev=-9.129 relative_energy_kcal_mol=32.77
C 1.303 -0.255 0.831 -0.084 -0.102 -0.054
C 0.314 -1.143 0.735 0.129 0.040 -0.040
C -0.648 -0.739 -0.352 -0.001 -0.222 -0.119
C -1.627 0.283 0.137 -0.076 0.109 0.114
C -0.357 0.723 -0.581 0.168 -0.064 -0.408
C 1.128 0.781 -0.253 0.128 0.178 0.018
H 2.151 -0.281 1.510 -0.230 -0.015 -0.024
H 0.162 -2.017 1.362 0.117 0.074 -0.177
H -0.640 -1.324 -1.265 -0.908 -0.439 0.247
H -1.830 0.312 1.206 0.315 0.121 -0.162
H -2.511 0.485 -0.467 0.202 -0.027 0.118
H -0.605 1.133 -1.555 0.082 -0.193 -0.035
H 1.635 1.740 -0.141 -0.223 0.040 0.326
H 1.526 0.303 -1.168 0.381 0.501 0.197



(4)
17
Properties=species:S:1:pos:R:3:forces:R:3 method="wB97M-V/def2-TZVPD" homo_ev=-9.820 relative_energy_kcal_mol=41.42
C -1.768 -0.403 -0.224 -0.059 -0.004 -0.027
C -0.579 0.122 0.557 -0.107 -0.041 -0.013
C 0.388 1.123 -0.134 0.036 0.129 0.230
O 0.435 0.964 -1.544 -0.205 0.131 -0.149
C 1.574 0.351 0.462 0.136 0.029 0.034
C 0.630 -0.837 0.759 0.025 0.042 0.334
O 0.712 -1.892 -0.169 0.042 0.081 -0.267
H -2.539 0.364 -0.354 0.080 -0.047 0.041
H -2.224 -1.256 0.288 0.053 0.116 -0.036
H -1.464 -0.748 -1.215 -0.061 0.017 0.115
H -0.899 0.528 1.525 0.093 -0.062 -0.122
H 0.285 2.183 0.138 0.014 -0.186 -0.077
H -0.386 1.323 -1.905 0.153 -0.100 -0.048
H 1.984 0.818 1.361 -0.074 -0.062 -0.084
H 2.384 0.146 -0.245 -0.111 0.033 0.125
H 0.715 -1.296 1.748 -0.011 0.060 -0.134
H 0.753 -1.490 -1.048 -0.004 -0.138 0.079



(5)
23
Properties=species:S:1:pos:R:3:forces:R:3 method="wB97M-V/def2-TZVPD" homo_ev=-2.454 charge=-1 relative_energy_kcal_mol=2.20
C 2.013 0.876 -1.003 -0.454 -0.218 0.612
C 2.241 -0.617 -0.857 -0.319 0.279 -0.046
C 1.267 -1.519 -0.973 0.164 0.342 -0.100
C 1.490 -2.983 -0.760 0.451 0.021 -0.411
H 0.966 1.094 -0.705 0.452 -0.018 -0.310
H 2.680 1.414 -0.324 0.047 0.066 -0.096
H 2.143 1.277 -2.010 0.153 -0.187 -0.061
H 3.236 -0.948 -0.559 0.022 -0.047 -0.087
H 0.280 -1.160 -1.264 -0.054 -0.044 0.169
H 2.562 -3.125 -0.584 -0.096 -0.243 0.169
H 0.921 -3.402 0.071 -0.059 0.069 0.011
H 1.243 -3.550 -1.665 -0.108 -0.014 0.140
C -0.475 1.682 2.126 0.400 -0.631 -0.343
C -1.750 0.850 2.001 -0.132 -0.080 0.052
C -1.765 -0.064 0.755 0.289 0.501 0.080
S -1.573 0.875 -0.813 -0.299 -0.340 0.166
H 0.312 1.007 2.486 0.096 0.206 0.076
H -0.533 2.539 2.798 -0.160 -0.030 0.038
H -0.161 2.001 1.129 -0.143 0.247 0.065
H -1.796 0.217 2.899 -0.332 0.027 0.018
H -2.638 1.491 1.975 0.058 -0.012 -0.003
H -2.696 -0.638 0.736 -0.037 0.071 0.073
H -0.959 -0.800 0.900 0.062 0.034 -0.213



(6)
81
Properties=species:S:1:pos:R:3:forces:R:3 method="wB97M-V/def2-TZVPD" homo_ev=-9.755 charge=+1 relative_energy_kcal_mol=89.20
C -1.162 -3.054 -0.865 -0.264 -0.294 -1.169
N -1.208 -3.592 0.476 -0.541 1.371 1.851
C -0.699 -2.811 1.467 0.417 -1.437 -3.253
C -0.886 -3.389 2.818 0.118 0.183 1.767
C -0.501 -2.468 4.005 -0.195 -0.791 -0.428
C 0.826 -1.789 3.740 0.239 0.061 -0.396
C 0.826 -0.996 2.372 0.577 -0.935 1.598
C 0.278 -1.691 1.126 3.088 -1.130 -1.720
C 0.651 -0.585 -0.217 -1.700 0.139 -0.845
C -0.486 0.376 -0.350 -1.386 -0.111 -0.261
C -0.465 1.371 -1.349 0.541 0.067 0.146
C -1.559 2.192 -1.586 0.171 -0.163 0.297
C -2.762 2.014 -0.858 0.350 -0.072 -0.095
N -3.872 2.794 -1.121 -0.123 -0.237 -0.435
C -4.814 3.007 -0.045 -0.168 0.548 0.542
C -6.131 3.626 -0.505 -0.170 0.064 -0.395
O -5.988 4.627 -1.499 0.392 -0.384 -0.315
C -5.267 4.176 -2.646 -0.028 -0.005 0.350
C -3.857 3.699 -2.266 0.016 0.707 0.078
C -2.790 0.995 0.117 0.067 -0.246 0.049
C -1.697 0.143 0.317 0.024 1.320 -0.487
C 1.997 0.129 -0.265 -0.612 -1.002 1.161
C 3.011 -0.429 -1.052 0.298 0.624 -0.705
C 4.205 0.280 -1.245 -0.808 -0.074 0.533
C 4.399 1.537 -0.621 -0.011 -0.218 -0.343
N 5.496 2.302 -0.942 0.040 -0.041 -0.136
C 5.745 3.461 -0.103 0.102 0.305 0.389
C 6.960 4.313 -0.471 0.603 0.136 -0.788
O 7.901 3.650 -1.321 -0.941 -0.088 -0.126
C 7.246 3.115 -2.480 0.365 0.444 0.489
C 6.304 1.972 -2.123 0.277 -0.215 0.262
C 3.404 2.023 0.262 -0.936 -0.018 0.540
C 2.191 1.340 0.436 0.634 0.012 -0.988
C -2.119 -4.741 0.704 0.429 -0.775 0.127
C -1.659 -5.934 1.303 0.139 0.639 -0.405
C -2.517 -7.024 1.438 -0.964 0.456 -0.422
C -3.850 -6.963 0.984 1.343 2.119 -0.286
C -4.288 -5.760 0.369 0.205 -1.573 0.666
C -3.430 -4.694 0.220 0.309 1.668 -0.567
H -1.719 -3.735 -1.534 0.352 0.468 0.319
H -1.612 -2.045 -0.887 0.282 -0.460 -0.121
H -0.121 -3.010 -1.212 -0.274 -0.051 0.056
H -1.962 -3.617 2.930 0.472 -0.314 -0.175
H -0.297 -4.354 2.910 -0.723 1.161 -0.329
H -0.466 -3.108 4.901 0.045 0.329 -0.255
H -1.313 -1.759 4.167 0.077 0.237 -0.031
H 1.639 -2.550 3.778 -0.444 0.487 -0.174
H 1.008 -1.078 4.562 0.187 -0.176 -0.406
H 1.860 -0.777 2.174 0.435 0.264 -0.162
H 0.379 -0.036 2.636 -0.484 0.007 -0.717
H 1.118 -2.308 0.438 -1.482 0.468 2.712
H 0.590 -1.143 -1.179 0.267 -0.276 0.925
H 0.463 1.517 -1.953 -0.826 -0.057 0.656
H -1.425 3.021 -2.278 -0.257 -0.336 0.047
H -5.068 2.041 0.397 -0.054 0.200 0.025
H -4.380 3.632 0.764 0.044 -0.177 -0.337
H -6.774 2.803 -0.866 -0.041 0.347 -0.066
H -6.623 4.164 0.313 0.077 -0.502 0.001
H -5.799 3.354 -3.177 0.040 0.460 0.353
H -5.202 5.073 -3.288 0.031 -0.635 0.091
H -3.239 4.605 -2.064 -0.169 -0.465 -0.061
H -3.441 3.178 -3.143 -0.023 0.137 0.351
H -3.677 0.848 0.733 0.297 -0.075 -0.303
H -1.805 -0.698 1.000 0.012 0.407 0.074
H 2.815 -1.323 -1.701 0.232 0.716 0.988
H 4.977 -0.139 -1.866 0.047 0.000 -0.194
H 5.883 3.145 0.944 -0.295 -0.120 -0.272
H 4.875 4.135 -0.150 0.175 -0.190 0.190
H 6.595 5.235 -0.976 0.390 -0.340 0.208
H 7.542 4.576 0.425 -0.417 0.064 -0.314
H 8.089 2.785 -3.105 -0.616 -0.025 -0.079
H 6.649 3.896 -3.000 0.481 -0.116 0.230
H 6.879 1.042 -1.960 -0.126 0.334 0.064
H 5.655 1.803 -2.997 -0.007 -0.047 0.274
H 3.508 2.976 0.793 0.083 -0.503 -0.406
H 1.339 1.836 0.945 0.815 -0.567 -0.116
H -0.614 -6.017 1.621 -0.489 0.002 -0.111
H -2.165 -7.927 1.897 0.219 -0.272 0.133
H -4.510 -7.784 1.095 -0.467 -0.639 0.084
H -5.305 -5.701 0.016 -0.063 0.111 -0.112
H -3.779 -3.778 -0.323 0.299 -0.911 0.679